(1)
Here is a 9-piece molecular cluster, C46H72BN2O25 overall in a non-equilibrium geometry from OMol25. Energies are from the ωB97M-V functional and the def2-TZVPD basis.

Last columns: bonded neighbours and bond lengths (Å).
Cartesian coordinates (Å):
1 O -0.08305 -1.24515 1.97332  C44 1.358, C68 1.431
2 O -1.40701 -6.59781 3.55758  C55 1.361, C58 1.426
3 O -2.07496 2.63391 0.24333  C66 1.191
4 O -0.09581 3.63716 -0.17369  C51 1.426, C66 1.357
5 O -4.23951 -2.74655 -8.19164  C59 1.360, C69 1.435
6 O 2.17435 0.62879 -6.15478  C47 1.353, C50 1.428
7 O -6.41065 -2.78465 -7.56986  C59 1.191
8 O -4.92566 -1.48810 -6.46773  C39 1.430, C59 1.359
9 O 0.61810 0.49353 3.23526  C44 1.194
10 O -7.67115 8.08573 8.61136  C65 1.362, C73 1.427
11 O -5.44215 8.32260 8.88811  C65 1.189
12 O -8.56790 2.21249 3.16320  C67 1.191
13 O -2.22298 -7.25618 1.57533  C43 1.430, C55 1.361
14 O -2.12250 -5.05490 2.06761  C55 1.191
15 O -7.03558 3.50315 4.20791  C36 1.430, C67 1.363
16 O -0.56189 -1.19352 4.16461  C44 1.360, C56 1.432
17 O 3.28658 0.03599 -2.98309  C54 1.416, B74 1.505
18 O 1.88032 -3.21686 3.84688  C30 1.193
19 O -6.27402 6.53915 7.77967  C57 1.432, C65 1.362
20 O 3.99932 -3.14995 3.08178  C30 1.357, C32 1.432
21 O -6.42689 2.25044 2.44908  C38 1.435, C67 1.357
22 O 3.40228 -1.84661 4.80317  C30 1.358, C64 1.427
23 O 0.70478 -0.67522 -7.25173  C47 1.194
24 O -1.23834 4.16514 1.68095  C49 1.432, C66 1.364
25 O 2.88420 -0.62498 -7.86946  C47 1.361, C62 1.435
26 N 6.31793 4.21530 -2.86421  C45 1.355, C60 1.350
27 N 6.25375 -1.05063 0.11964  C46 1.281, H93 1.030
28 C 6.58372 1.84966 -2.08530  C40 1.462, C60 1.441, H99 1.105
29 C 5.29774 -0.44739 -7.63020  C62 1.513, H115 1.091, H123 1.091, H132 1.092
30 C 2.98832 -2.77894 3.90700  O18 1.193, O20 1.357, O22 1.358
31 C -7.76601 5.25084 6.35870  C57 1.514, H76 1.091, H113 1.089, H124 1.091
32 C 5.08435 -2.24344 3.30746  O20 1.432, C52 1.512, C64 1.505, H88 1.094
33 C -0.03686 6.13379 2.44587  C49 1.514, H78 1.091, H96 1.092, H144 1.092
34 C 0.17993 -0.83863 -4.18402  C41 1.574, H84 1.113, H103 1.116, H108 1.120
35 C -0.82655 -0.87767 -1.17747  C63 1.567, H101 1.114, H129 1.121, H130 1.119
36 C -5.60638 3.51939 4.16328  O15 1.430, C38 1.504, H107 1.094, H134 1.090
37 C -1.36133 -3.45377 4.54258  C56 1.513, H110 1.091, H117 1.094, H136 1.080
38 C -5.32183 3.11723 2.74224  O21 1.435, C36 1.504, C72 1.513, H119 1.095
39 C -3.49569 -1.46777 -6.44939  O8 1.430, C69 1.504, H120 1.093, H131 1.089
40 C 5.17432 1.54833 -2.32833  C28 1.462, C61 1.473, B74 1.631
41 C 0.85231 -0.01428 -3.02453  C34 1.574, C54 1.599, C63 1.570, H80 1.123
42 C 5.38370 -1.20164 -2.24393  C46 1.570, B74 1.649, H102 1.130, H133 1.118
43 C -1.64530 -8.41166 2.18956  O13 1.430, C58 1.505, C70 1.514, H83 1.094
44 C 0.04516 -0.54910 3.13267  O1 1.358, O9 1.194, O16 1.360
45 C 5.02120 3.90549 -3.10567  N26 1.355, C61 1.438, H140 1.119
46 C 6.42889 -1.42342 -1.09321  N27 1.281, C42 1.570, C53 1.578
47 C 1.81628 -0.26253 -7.10804  O6 1.353, O23 1.194, O25 1.361
48 C -1.82292 -2.58904 -7.97388  C69 1.512, H86 1.092, H91 1.092, H121 1.090
49 C 0.05622 4.76536 1.80578  O24 1.432, C33 1.514, C51 1.504, H92 1.094
50 C 3.60193 0.66302 -6.11928  O6 1.428, C62 1.506, H128 1.093, H145 1.089
51 C 0.52989 4.79307 0.37847  O4 1.426, C49 1.504, H98 1.094, H105 1.090
52 C 6.41770 -2.93162 3.11885  C32 1.512, H82 1.092, H114 1.092, H146 1.091
53 C 7.77062 -2.12352 -1.53848  C46 1.578, H104 1.113, H116 1.114, H126 1.126
54 C 2.18780 -0.69507 -2.46924  O17 1.416, C41 1.599, H95 1.132, H125 1.120
55 C -1.93487 -6.19061 2.37133  O2 1.361, O13 1.361, O14 1.191
56 C -1.31935 -2.27009 3.60123  O16 1.432, C37 1.513, C68 1.501, H139 1.095
57 C -7.59902 6.00896 7.65798  O19 1.432, C31 1.514, C73 1.504, H138 1.095
58 C -1.59724 -8.00854 3.63831  O2 1.426, C43 1.505, H77 1.094, H100 1.090
59 C -5.30026 -2.37838 -7.42386  O5 1.360, O7 1.191, O8 1.359
60 C 7.04381 3.18151 -2.38681  N26 1.350, C28 1.441, H106 1.118
61 C 4.36117 2.64858 -2.87551  C40 1.473, C45 1.438, H135 1.108
62 C 3.96280 0.25650 -7.52340  O25 1.435, C29 1.513, C50 1.506, H79 1.095
63 C -0.09668 0.34708 -1.82662  C35 1.567, C41 1.570, C71 1.583, H89 1.124
64 C 4.82618 -1.79225 4.71993  O22 1.427, C32 1.505, H90 1.089, H111 1.095
65 C -6.37031 7.70956 8.46867  O10 1.362, O11 1.189, O19 1.362
66 C -1.21862 3.40284 0.55060  O3 1.191, O4 1.357, O24 1.364
67 C -7.45171 2.61509 3.26103  O12 1.191, O15 1.363, O21 1.357
68 C -0.58403 -2.54009 2.32036  O1 1.431, C56 1.501, H75 1.089, H94 1.088
69 C -3.15024 -1.87577 -7.85505  O5 1.435, C39 1.504, C48 1.512, H87 1.094
70 C -2.48221 -9.64471 1.92524  C43 1.514, H97 1.091, H109 1.091, H118 1.091
71 C -1.08475 1.48619 -2.30994  C63 1.583, H85 1.115, H137 1.124, H143 1.109
72 C -4.00163 2.40114 2.56195  C38 1.513, H81 1.091, H112 1.092, H141 1.086
73 C -8.44506 7.24943 7.75166  O10 1.427, C57 1.504, H122 1.094, H142 1.090
74 B 4.43609 0.12814 -2.01676  O17 1.505, C40 1.631, C42 1.649, H127 1.204
75 H 0.26051 -3.21715 2.43563  C68 1.089
76 H -8.81870 5.13937 6.09443  C31 1.091
77 H -2.52808 -8.20709 4.17753  C58 1.094
78 H 0.85454 6.72939 2.24249  C33 1.091
79 H 3.93163 1.11325 -8.20465  C62 1.095
80 H 1.17047 0.96095 -3.48103  C41 1.123
81 H -3.19512 2.91134 3.09072  C72 1.091
82 H 7.22361 -2.37778 3.60428  C52 1.092
83 H -0.63832 -8.54442 1.78246  C43 1.094
84 H 0.95584 -1.49121 -4.64397  C34 1.113
85 H -0.57273 2.46566 -2.15970  C71 1.115
86 H -1.89508 -3.62113 -7.62403  C48 1.092
87 H -3.17992 -1.01846 -8.53462  C69 1.094
88 H 4.98596 -1.41364 2.60079  C32 1.094
89 H 0.53025 0.80551 -1.01402  C63 1.124
90 H 5.18430 -0.77968 4.90275  C64 1.089
91 H -1.51347 -2.63456 -9.01987  C48 1.092
92 H 0.67851 4.10443 2.41608  C49 1.094
93 H 7.11056 -1.29898 0.63401  N27 1.030
94 H -1.24138 -2.92289 1.54307  C68 1.088
95 H 2.22102 -1.78916 -2.75878  C54 1.132
96 H -0.13884 6.03659 3.52843  C33 1.092
97 H -3.54804 -9.41262 1.96377  C70 1.091
98 H 0.19277 5.67385 -0.17651  C51 1.094
99 H 7.26313 1.07812 -1.67934  C28 1.105
100 H -0.77118 -8.47819 4.17153  C58 1.090
101 H -1.49727 -1.37546 -1.91489  C35 1.114
102 H 4.69318 -2.09218 -2.16187  C42 1.130
103 H -0.75119 -1.38253 -3.89794  C34 1.116
104 H 7.54378 -3.11431 -1.99223  C53 1.113
105 H 1.61408 4.71797 0.30026  C51 1.090
106 H 8.12330 3.39006 -2.18352  C60 1.118
107 H -5.22417 2.81036 4.90307  C36 1.094
108 H -0.10867 -0.09812 -4.97267  C34 1.120
109 H -2.28075 -10.02825 0.92357  C70 1.091
110 H -0.40423 -3.59176 5.04810  C37 1.091
111 H 5.24774 -2.46164 5.47661  C64 1.095
112 H -4.06333 1.36773 2.91094  C72 1.092
113 H -7.33451 4.25535 6.44793  C31 1.089
114 H 6.39440 -3.95110 3.51060  C52 1.092
115 H 6.06885 0.07521 -7.06201  C29 1.091
116 H 8.52938 -2.15214 -0.72295  C53 1.114
117 H -2.10747 -3.28516 5.32442  C37 1.094
118 H -2.26027 -10.43748 2.64180  C70 1.091
119 H -5.37868 3.97812 2.06861  C38 1.095
120 H -3.14395 -2.17283 -5.69140  C39 1.093
121 H -1.04240 -2.07318 -7.41371  C48 1.090
122 H -8.57877 7.75926 6.79327  C73 1.094
123 H 5.22806 -1.47826 -7.27862  C29 1.091
124 H -7.24189 5.74713 5.54091  C31 1.091
125 H 2.09924 -0.67344 -1.35338  C54 1.120
126 H 8.18685 -1.46369 -2.34982  C53 1.126
127 H 4.07809 0.13743 -0.86713  B74 1.204
128 H 3.95002 -0.03569 -5.35364  C50 1.093
129 H -1.39156 -0.49846 -0.28697  C35 1.121
130 H -0.02878 -1.57085 -0.80902  C35 1.119
131 H -3.12736 -0.47223 -6.20500  C39 1.089
132 H 5.61760 -0.49226 -8.67369  C29 1.092
133 H 5.85800 -1.27370 -3.25424  C42 1.118
134 H -5.22522 4.51395 4.39544  C36 1.090
135 H 3.28533 2.51812 -3.10379  C61 1.108
136 H -1.62137 -4.36282 4.02072  C37 1.080
137 H -1.27642 1.37690 -3.41183  C71 1.124
138 H -7.77745 5.34372 8.50864  C57 1.095
139 H -2.33328 -1.90598 3.40408  C56 1.095
140 H 4.38649 4.72998 -3.51605  C45 1.119
141 H -3.73848 2.35971 1.50902  C72 1.086
142 H -9.42378 7.05065 8.18748  C73 1.090
143 H -2.00992 1.40936 -1.70414  C71 1.109
144 H -0.91852 6.67389 2.09482  C33 1.092
145 H 3.95843 1.66224 -5.87162  C50 1.089
146 H 6.65173 -3.00854 2.05587  C52 1.091

For the relative energy (zero: lowest compared OMol25 entry of this formula, charge and spin), the calculation gives 133.3 kJ/mol. The calculation puts the HOMO-LUMO gap at 6.8886 eV. The charge is -1. The LUMO energy comes out at 1.74 eV. The HOMO energy is -5.145 eV.

---

(2)
Here is a 7-piece molecular cluster, C28H70O14 overall in a non-equilibrium geometry from OMol25. Energies are from the ωB97M-V functional and the def2-TZVPD basis.

Last columns: bonded neighbours and bond lengths (Å).
Cartesian coordinates (Å):
1 O -1.61197 -1.00817 4.85934  C24 1.422, C39 1.417
2 O 1.45104 2.21030 -8.27633  C16 1.394, C22 1.395
3 O -9.57037 -0.72105 6.29860  C28 1.458, C38 1.463
4 O -12.13672 -8.26346 1.42444  C15 1.396, C42 1.461
5 O 5.09606 -5.62251 -5.57238  C32 1.408, C41 1.379
6 O 4.00159 2.60219 -9.90407  C25 1.389, C35 1.408
7 O 6.99701 -5.41000 -8.04084  C18 1.414, C31 1.386
8 O 0.00622 -1.02199 1.54928  C21 1.455, C34 1.468
9 O -0.37633 7.21239 4.82476  C30 1.400, C36 1.365
10 O -8.80088 -6.93525 1.07681  C27 1.430, C40 1.369
11 O -8.99814 2.42389 5.78126  C23 1.425, C33 1.422
12 O -0.17225 10.17177 3.78361  C26 1.467, C37 1.393
13 O 11.47223 4.72863 0.79998  C17 1.475, C19 1.482
14 O 10.66559 1.43946 -0.69110  C20 1.430, C29 1.439
15 C -10.88820 -8.12761 0.81593  O4 1.396, C27 1.534, H59 1.090, H100 1.090
16 C 2.69598 2.68436 -7.86634  O2 1.394, C25 1.497, H87 1.090, H105 1.090
17 C 11.80952 3.38537 0.29166  O13 1.475, C20 1.503, H53 1.090, H64 1.090
18 C 5.82483 -6.19482 -7.94149  O7 1.414, C41 1.542, H54 1.090, H84 1.090
19 C 12.59097 5.56421 1.29598  O13 1.482, H89 1.090, H111 1.090, H112 1.090
20 C 10.57454 2.53044 0.22851  O14 1.430, C17 1.503, H66 1.090, H110 1.090
21 C -0.11543 -1.41667 2.94437  O8 1.455, C39 1.504, H46 1.090, H67 1.090
22 C 1.14609 0.90640 -7.88617  O2 1.395, H85 1.090, H97 1.090, H104 1.090
23 C -7.82363 1.84183 5.22122  O11 1.425, H63 1.090, H68 1.090, H102 1.090
24 C -0.78489 -0.40566 5.84644  O1 1.422, H57 1.090, H90 1.090, H98 1.090
25 C 3.87360 2.12881 -8.60487  O6 1.389, C16 1.497, H61 1.090, H72 1.090
26 C -1.28434 9.22695 3.63054  O12 1.467, C36 1.575, H47 1.090, H109 1.090
27 C -10.02832 -7.25485 1.73825  O10 1.430, C15 1.534, H86 1.090, H99 1.090
28 C -10.40486 0.44650 6.55808  O3 1.458, C33 1.539, H43 1.090, H50 1.090
29 C 9.39388 0.77953 -0.82983  O14 1.439, H65 1.090, H80 1.090, H93 1.090
30 C 0.94394 7.67710 4.85253  O9 1.400, H45 1.090, H49 1.090, H58 1.090
31 C 7.76718 -5.36554 -6.88980  O7 1.386, H56 1.090, H82 1.090, H103 1.090
32 C 4.72255 -6.79827 -4.89395  O5 1.408, H76 1.090, H83 1.090, H94 1.090
33 C -9.56286 1.69751 6.86485  O11 1.422, C28 1.539, H55 1.090, H69 1.090
34 C 1.09603 -1.81296 0.96499  O8 1.468, H44 1.090, H81 1.090, H88 1.090
35 C 5.16384 2.11134 -10.52935  O6 1.408, H52 1.090, H71 1.090, H78 1.090
36 C -1.31806 8.20052 4.82444  O9 1.365, C26 1.575, H51 1.090, H75 1.090
37 C -0.13935 11.16629 2.80816  O12 1.393, H48 1.090, H70 1.090, H77 1.090
38 C -8.85071 -1.36962 7.39436  O3 1.463, H91 1.090, H92 1.090, H101 1.090
39 C -1.21253 -0.59635 3.56419  O1 1.417, C21 1.504, H95 1.090, H107 1.090
40 C -8.04536 -6.06058 1.81047  O10 1.369, H60 1.090, H73 1.090, H74 1.090
41 C 4.83797 -5.58452 -6.92650  O5 1.379, C18 1.542, H79 1.090, H106 1.090
42 C -13.08723 -9.06693 0.65960  O4 1.461, H62 1.090, H96 1.090, H108 1.090
43 H -10.91767 0.60832 5.60996  C28 1.090
44 H 0.82008 -2.85303 0.79119  C34 1.090
45 H 1.48622 6.86990 5.34494  C30 1.090
46 H 0.83913 -1.37760 3.46915  C21 1.090
47 H -2.22072 9.77832 3.54525  C26 1.090
48 H 0.33893 10.89581 1.86678  C37 1.090
49 H 1.08493 8.61899 5.38270  C30 1.090
50 H -11.16209 0.24230 7.31505  C28 1.090
51 H -2.33290 7.81911 4.93728  C36 1.090
52 H 5.25347 2.51181 -11.53915  C35 1.090
53 H 12.48510 2.91244 1.00442  C17 1.090
54 H 6.11376 -7.20858 -7.66416  C18 1.090
55 H -8.89974 1.48530 7.70350  C33 1.090
56 H 7.24596 -4.84626 -6.08558  C31 1.090
57 H 0.27722 -0.65064 5.84507  C24 1.090
58 H 1.30559 7.78774 3.83025  C30 1.090
59 H -11.07356 -7.52373 -0.07237  C15 1.090
60 H -7.93364 -6.43525 2.82794  C40 1.090
61 H 4.77828 2.39875 -8.06008  C25 1.090
62 H -12.59270 -9.94754 0.24963  C42 1.090
63 H -6.96186 1.99069 5.87182  C23 1.090
64 H 12.29039 3.46448 -0.68333  C17 1.090
65 H 8.65237 1.28927 -1.44499  C29 1.090
66 H 9.74946 3.14140 -0.13767  C20 1.090
67 H -0.36281 -2.47817 2.95567  C21 1.090
68 H -7.89108 0.77767 4.99514  C23 1.090
69 H -10.25861 2.46502 7.20389  C33 1.090
70 H -1.10207 11.45511 2.38642  C37 1.090
71 H 6.11407 2.30549 -10.03188  C35 1.090
72 H 3.81285 1.04174 -8.65659  C25 1.090
73 H -8.41454 -5.03507 1.82196  C40 1.090
74 H -7.09112 -6.01245 1.28588  C40 1.090
75 H -1.31679 8.65523 5.81506  C36 1.090
76 H 5.21871 -6.86987 -3.92607  C32 1.090
77 H 0.28113 12.09748 3.18786  C37 1.090
78 H 4.97051 1.04206 -10.61518  C35 1.090
79 H 4.05264 -6.31521 -7.12005  C41 1.090
80 H 9.47456 -0.15453 -1.38582  C29 1.090
81 H 1.22919 -1.39154 -0.03139  C34 1.090
82 H 8.13832 -6.35194 -6.61163  C31 1.090
83 H 4.94157 -7.67039 -5.51002  C32 1.090
84 H 5.45853 -6.05017 -8.95786  C18 1.090
85 H 1.71835 0.14243 -8.41244  C22 1.090
86 H -10.67430 -6.39127 1.89649  C27 1.090
87 H 2.65824 3.77010 -7.95486  C16 1.090
88 H 2.09589 -1.78674 1.39823  C34 1.090
89 H 12.46310 6.60190 0.98785  C19 1.090
90 H -1.08222 -0.69774 6.85360  C24 1.090
91 H -9.50915 -1.76559 8.16752  C38 1.090
92 H -8.22968 -2.23858 7.17680  C38 1.090
93 H 9.00305 0.51983 0.15400  C29 1.090
94 H 3.63915 -6.70112 -4.82399  C32 1.090
95 H -2.17663 -0.67138 3.06122  C39 1.090
96 H -13.40822 -8.47105 -0.19479  C42 1.090
97 H 0.07061 0.85438 -8.05570  C22 1.090
98 H -0.77113 0.68099 5.76218  C24 1.090
99 H -9.85256 -7.77863 2.67786  C27 1.090
100 H -10.45003 -9.11894 0.70030  C15 1.090
101 H -8.17983 -0.62926 7.83010  C38 1.090
102 H -7.76639 2.51109 4.36278  C23 1.090
103 H 8.70066 -4.85423 -7.12491  C31 1.090
104 H 1.37922 0.75900 -6.83165  C22 1.090
105 H 2.73351 2.63144 -6.77828  C16 1.090
106 H 4.40795 -4.61611 -7.18215  C41 1.090
107 H -1.00454 0.45809 3.38253  C39 1.090
108 H -13.94169 -9.49810 1.18124  C42 1.090
109 H -1.02447 8.70249 2.71102  C26 1.090
110 H 10.34550 2.18330 1.23605  C20 1.090
111 H 12.52817 5.60599 2.38337  C19 1.090
112 H 13.52855 5.21619 0.86247  C19 1.090

For the relative energy (zero: lowest compared OMol25 entry of this formula, charge and spin), the calculation gives 843.3 kJ/mol. Its SMILES is COCCOC.COCCOC.COCCOC.COCCOC.COCCOC.COCCOC.COCCOC. The calculation puts the HOMO-LUMO gap at 9.7727 eV. The LUMO energy comes out at 0.64 eV. The HOMO energy is -9.136 eV.

---

Which of these has the highest relative energy (zero: lowest compared OMol25 entry of this formula, charge and spin)?
C28H70O14

---

The highest HOMO-LUMO gap belongs to which entry?
C28H70O14

---

What is the formula in the first record?
C46H72BN2O25